1.
Computed, not measured: a molecular structure, C13H15NTeV at a distorted geometry, with the ωB97M-V functional and the def2-TZVPD basis.

Geometry as XYZ:
```
31
Properties=species:S:1:pos:R:3:mulliken_charge:R:1
H -1.00 -2.73 -1.79 0.237
H -1.78 0.61 -3.70 0.387
C -1.08 2.00 -2.06 -0.581
C 0.25 2.39 -1.66 -0.232
H 2.25 -1.38 2.90 0.315
H 0.85 -1.94 4.93 0.317
C 0.53 -1.18 4.21 -0.341
H 2.25 1.82 -2.50 0.482
H 1.91 -1.61 -1.77 0.215
H 0.86 0.24 -4.19 0.593
C 1.18 1.71 -2.51 -0.705
C -0.69 -0.51 4.40 -0.377
H 0.78 -1.75 -3.25 0.355
C -0.95 1.07 -3.14 -0.261
H -1.32 -0.75 5.29 0.282
H 0.07 -2.57 -0.31 0.154
H -2.28 -0.71 -0.28 0.100
H -0.67 1.50 1.63 0.273
Te 1.96 0.32 0.41 -0.169
N -1.38 -0.45 -0.66 -0.750
C -1.14 0.46 3.49 -0.436
C -0.15 -2.20 -1.33 -0.329
C 0.89 -1.72 -2.16 -0.646
C 0.43 0.88 -3.41 -0.699
H 0.49 3.10 -0.88 0.410
C 1.31 -0.88 3.10 -0.621
H -2.00 2.38 -1.62 0.428
V 0.06 0.10 -1.35 0.365
H -2.09 0.97 3.66 0.323
C -0.36 0.76 2.37 -0.269
C 0.83 0.06 2.18 0.180
```

## Properties
- highest occupied orbital energy (spin up / spin down) (eV) = -1.64 / -3.34
- molecular weight (g/mol) = 363.8
- total energy (eV) = -48193.5261
- 2S+1 = 3
- total charge = -1
- maximum force (hartree/bohr) = 0.073
- Kohn-Sham gap (spin up / spin down) (eV) = 4.666 / 6.337
- <S²> = 2.033

2.
Computed, not measured: a gas-phase ion, C13H15O (charge +1) at a distorted geometry, with the ωB97M-V functional and the def2-TZVPD basis.

Geometry as XYZ:
```
29
Properties=species:S:1:pos:R:3:mulliken_charge:R:1
C -0.17 1.64 0.34 0.435
C -0.83 -0.02 0.22 0.543
H 3.60 1.98 0.10 0.459
C 1.54 -0.74 0.16 0.349
H -2.96 -1.40 2.11 0.306
C 4.25 0.00 -0.20 -0.278
C -2.81 -0.29 -1.29 -1.227
H 5.34 0.19 -0.21 0.327
C -2.82 -1.39 0.96 -1.424
C -2.29 -0.17 0.22 0.456
H -1.97 2.35 0.53 0.258
H 4.59 -2.16 -0.35 0.350
C 2.53 -1.67 -0.17 -0.601
H -1.24 2.91 -0.92 0.330
C 0.12 -0.97 0.23 -0.035
C 2.04 0.60 0.25 0.707
H -2.72 0.70 0.77 0.116
H -0.61 3.60 0.67 0.380
H 2.39 -2.72 -0.13 0.390
C 3.33 0.96 0.09 -0.853
H -3.86 -1.46 0.58 0.401
H -2.41 -1.12 -1.78 0.380
H -3.87 -0.23 -1.28 0.450
H -2.53 0.66 -1.87 0.312
H -0.29 -2.06 0.26 0.110
C -1.08 2.79 0.11 -1.040
H -2.29 -2.31 0.65 0.337
O 1.13 1.64 0.28 -0.298
C 3.88 -1.31 -0.33 -0.642
```

## Properties
- highest occupied orbital energy (spin up / spin down) (eV) = -12.82 / -12.82
- molecular weight (g/mol) = 187.3
- total energy (eV) = -15762.4878
- total charge = +1
- energy above the lowest of the compared OMol25 structures with the same formula, charge and spin (kJ/mol) = 120.94
- maximum force (hartree/bohr) = 0.137
- Kohn-Sham gap (spin up / spin down) (eV) = 7.937 / 7.936

3.
Computed, not measured: 2 unconnected molecules or ions with the total composition C13H16BN3OS at a distorted geometry, with the ωB97M-V functional and the def2-TZVPD basis.

Geometry as XYZ:
```
35
Properties=species:S:1:pos:R:3:mulliken_charge:R:1
C 1.51 1.37 -0.68 0.648
C 3.69 0.74 -1.47 -0.099
C 1.87 2.70 -0.91 -0.577
H 5.92 1.49 -2.41 0.277
C 3.12 3.00 -1.42 -0.358
N -2.31 0.22 0.76 0.023
H -1.47 -3.81 1.44 -0.102
H -3.16 -6.08 1.59 0.307
H -4.22 0.66 1.50 0.403
H -2.54 -0.89 -0.98 0.445
C -0.32 1.47 1.03 -0.588
C 2.46 0.39 -0.96 -0.716
C -1.56 1.07 1.49 -0.355
H -4.12 -0.86 0.59 0.302
C -3.62 -0.22 1.31 -1.051
H 4.44 -0.01 -1.70 0.402
C -0.65 0.15 -0.92 -0.738
B -2.43 -4.30 1.95 0.424
C 5.31 2.38 -2.29 -0.859
H 5.13 2.84 -3.26 0.377
N -3.57 -3.39 2.33 -0.270
H -0.34 -0.23 -1.88 0.513
H 5.80 3.08 -1.62 0.379
H 2.24 -0.66 -0.79 0.516
C -4.58 -3.84 1.86 0.331
H 0.27 2.14 1.65 0.515
H 3.42 4.02 -1.63 0.489
C 0.16 1.01 -0.19 0.687
O -2.46 -5.66 2.12 -0.462
N 4.00 2.02 -1.70 -0.015
C -1.89 -0.22 -0.43 -0.116
S -5.90 -4.70 1.69 -0.220
H 1.18 3.51 -0.72 0.511
H -1.96 1.40 2.44 0.508
H -3.42 -0.78 2.22 0.468
```

## Properties
- highest occupied orbital energy (eV) = -13.89
- molecular weight (g/mol) = 273.2
- total energy (eV) = -31755.7500
- total charge = +2
- maximum force (hartree/bohr) = 0.065
- Kohn-Sham gap (eV) = 6.097

4.
Computed, not measured: C13H16ClIN2O3S2 in the gas phase at a distorted geometry, with the ωB97M-V functional and the def2-TZVPD basis.

Geometry as XYZ:
```
38
Properties=species:S:1:pos:R:3:mulliken_charge:R:1
H -3.94 0.43 2.15 0.324
C -4.20 0.00 -1.19 -0.169
H 1.47 -2.94 -0.52 0.445
C -0.02 -1.68 0.77 -0.228
H 2.18 1.31 -1.32 0.200
O 2.71 -1.43 -2.00 -0.387
H 2.16 2.78 2.22 0.335
N -3.81 -0.61 0.08 0.185
C 2.44 2.60 1.11 -0.593
H 1.21 4.42 0.56 0.344
O 3.90 0.24 -1.09 -0.408
I 0.23 -0.08 -2.48 0.140
N -4.65 1.66 0.43 -0.518
H -4.15 -0.41 -2.25 0.302
H 2.20 -1.88 0.81 0.258
O 4.12 -0.08 -3.47 -0.474
C 3.64 -0.38 -2.37 0.603
C -4.75 1.42 -1.03 -0.419
H -0.10 -3.39 2.19 0.389
C 2.56 0.51 -0.59 0.113
H -5.13 2.17 -1.80 0.314
C 1.75 -0.80 -1.08 0.018
Cl 3.63 0.23 2.08 -0.191
C 2.42 0.99 0.93 0.398
H 3.48 3.06 0.93 0.314
H 0.25 -1.12 1.75 0.241
C 1.26 3.31 0.26 -0.870
H -0.74 -1.00 0.20 0.185
S -2.45 -2.59 1.80 -0.120
H 1.37 0.67 1.28 -0.101
C -4.10 0.47 1.02 -0.061
C -0.72 -3.07 1.28 -0.721
C -3.29 -1.96 0.27 0.193
S -3.43 -3.06 -1.01 -0.199
H -0.69 -3.90 0.49 0.385
H 0.27 2.75 0.45 0.224
H 1.54 3.29 -0.86 0.251
C 1.37 -1.92 0.00 -0.702
```

## Properties
- highest occupied orbital energy (eV) = -8.91
- molecular weight (g/mol) = 474.8
- total energy (eV) = -65150.8561
- maximum force (hartree/bohr) = 0.137
- Kohn-Sham gap (eV) = 7.374
- SMILES = CC[C@H](Cl)[C@H]1OC(=O)O[C@@]1(I)CCCSC(=S)n1ccnc1

5.
Computed, not measured: C13H16ClN3O2S in the gas phase, with the ωB97M-V functional and the def2-TZVPD basis.

Geometry as XYZ:
```
36
Properties=species:S:1:pos:R:3:mulliken_charge:R:1
N 3.53 -0.76 -0.39 0.936
C -4.73 -0.78 -0.05 0.421
H 6.40 -0.94 1.38 0.370
H -2.40 1.64 0.09 0.339
N -1.03 -0.46 0.50 -0.302
C -5.76 1.38 0.00 -0.335
C -3.46 -0.21 0.02 0.680
C -2.24 -1.09 0.02 -1.156
C 1.64 -1.66 -0.74 -0.528
C -5.88 0.00 -0.06 -0.617
Cl -4.91 -2.50 -0.14 -0.237
H -6.85 -0.47 -0.11 0.414
N 2.92 -1.92 -0.65 -1.103
H 2.13 2.26 0.04 0.353
O -0.04 1.82 -0.01 -0.669
C 2.65 0.26 -0.31 -0.133
C -4.51 1.96 0.06 -1.077
H 5.38 -1.53 -0.80 0.322
H 3.62 1.76 0.87 0.319
C 3.04 1.67 -0.05 -1.565
C -3.37 1.17 0.06 -0.059
H -6.65 1.99 -0.01 0.374
C 4.95 -0.73 -0.20 -0.544
H -4.41 3.04 0.09 0.393
S -0.17 0.50 -0.57 1.467
C 1.40 -0.29 -0.53 0.576
H -1.15 0.01 1.38 0.341
C 5.32 -0.94 1.27 -1.031
H -2.02 -1.39 -1.01 0.376
H 3.63 2.06 -0.87 0.349
O -0.73 0.36 -1.88 -0.634
H 4.93 -1.89 1.61 0.317
H 5.34 0.23 -0.56 0.315
H -2.42 -1.99 0.61 0.545
H 0.93 -2.43 -0.95 0.506
H 4.90 -0.15 1.89 0.278
```

## Properties
- highest occupied orbital energy (eV) = -9.14
- molecular weight (g/mol) = 313.8
- total energy (eV) = -45663.2367
- energy above the lowest of the compared OMol25 structures with the same formula, charge and spin (kJ/mol) = 0.00
- maximum force (hartree/bohr) = 0.018
- Kohn-Sham gap (eV) = 9.871
- SMILES = CCn1ncc(S(=O)(=O)NCc2ccccc2Cl)c1C

6.
Computed, not measured: a molecular structure, C13H16IrN5O2S2 at a distorted geometry, with the ωB97M-V functional and the def2-TZVPD basis.

Geometry as XYZ:
```
39
Properties=species:S:1:pos:R:3:mulliken_charge:R:1
C 3.47 -4.37 0.69 -0.274
O 3.26 1.95 0.37 -0.352
O 3.37 0.01 -0.71 -0.433
H -3.72 1.08 -2.50 0.392
N -2.45 0.44 -0.99 0.106
C 2.81 -3.15 1.06 0.650
H -3.74 -0.98 -1.80 0.431
H -1.57 3.63 -0.79 0.320
N 3.96 -5.37 0.40 -0.322
H -3.00 -2.80 -0.19 0.395
C 4.11 -2.97 3.11 -0.237
Ir 1.32 -0.46 0.72 0.692
H -0.90 -2.31 1.08 0.420
C -2.38 -1.95 -0.44 -0.536
H -2.21 -1.26 1.59 0.301
H 1.56 2.96 1.05 0.306
S 2.12 -1.18 2.73 -0.232
H -3.65 2.16 -1.12 0.271
H -1.42 1.71 -3.15 0.304
C -1.05 2.88 -1.39 -0.591
C -1.56 -1.51 0.75 -0.749
H -2.42 3.16 -3.02 0.377
C -1.97 2.34 -2.46 -0.688
H -1.71 -2.23 -1.26 0.206
C 3.06 -2.53 2.22 0.618
H -4.03 -0.61 -0.10 0.294
C -3.25 -0.78 -0.85 -0.609
N -0.62 1.77 -0.54 0.260
S 1.62 -2.56 -0.03 -0.185
H 3.14 3.61 1.52 0.287
H 0.22 1.87 0.00 -0.410
C -1.28 0.60 -0.37 0.881
H -0.17 3.35 -1.82 0.387
C -3.05 1.53 -1.77 -0.637
C 2.84 0.75 0.07 0.622
N -0.73 -0.34 0.42 -0.616
H 2.52 2.15 2.32 0.290
C 2.56 2.70 1.38 -0.620
N 4.96 -3.27 3.81 -0.318
```

## Properties
- highest occupied orbital energy (spin up / spin down) (eV) = -12.03 / -11.93
- molecular weight (g/mol) = 530.7
- total energy (eV) = -49786.9567
- 2S+1 = 2
- total charge = +1
- energy above the lowest of the compared OMol25 structures with the same formula, charge and spin (kJ/mol) = 127.76
- maximum force (hartree/bohr) = 0.034
- Kohn-Sham gap (spin up / spin down) (eV) = 6.113 / 6.225
- <S²> = 0.761